# 1
C32H52N8 | ωB97M-V with the def2-TZVPD basis set

Structure (XYZ):
```
92
Properties=species:S:1:pos:R:3:forces:R:3
C 4.7429 -2.4737 5.2594 -0.32 1.48 -0.23
C 5.3012 -3.6620 4.8415 0.58 -1.99 -0.44
C 5.7257 -3.5336 3.5455 0.10 -0.27 -0.47
N 5.4797 -2.2380 3.1480 -0.12 -1.07 -0.05
C 4.8507 -1.6305 4.1722 -0.50 1.69 0.76
H 4.3411 -2.2272 6.2311 -0.04 0.00 -0.18
H 5.3644 -4.6017 5.3700 -0.04 0.12 0.13
H 6.0142 -4.3190 2.8627 0.36 0.30 0.01
H 5.6994 -1.8119 2.2591 -0.09 -0.27 0.25
H 4.5366 -0.6037 4.0562 0.07 0.01 0.17
C -5.1324 4.0249 2.4740 -0.47 -1.04 -2.63
C -4.9261 3.3768 3.7044 1.39 -0.44 -0.67
C -4.3470 2.1685 3.3736 0.54 -1.54 0.69
N -4.2601 1.9804 2.0112 -0.84 1.21 1.44
C -4.7933 3.0984 1.4467 -0.17 0.46 0.44
H -5.5901 4.9765 2.2471 0.07 -0.01 0.27
H -4.9637 3.8025 4.6962 -0.21 -0.13 -0.10
H -3.9306 1.3923 3.9987 -0.15 0.12 0.23
H -4.0753 1.1356 1.4895 0.14 0.09 0.46
H -4.9329 2.9348 0.3883 -0.24 1.22 -0.15
C 1.1651 4.9763 3.7168 0.91 -0.69 1.08
C 0.2859 6.1888 3.8061 0.01 0.74 -0.22
C -0.6678 6.2223 5.0688 0.69 -0.43 -1.74
C -1.5764 7.3734 5.0136 0.97 -1.76 0.27
N -2.3220 8.2290 4.9762 -0.92 1.29 -0.10
H 1.7791 4.8921 2.8201 -0.24 0.37 -0.17
H 0.6720 4.0115 3.8356 -0.40 0.09 -0.05
H 1.8727 5.0427 4.5432 0.24 -0.27 0.11
H -0.2034 6.2722 2.8356 -0.94 0.09 0.37
H 0.9315 7.0670 3.7998 0.04 0.13 0.30
H -0.1233 6.1968 6.0127 0.16 0.21 -0.14
H -1.1974 5.2727 4.9933 -0.55 0.20 0.28
C 1.3303 5.9254 -5.5293 -0.01 -0.25 -0.23
C 1.9242 4.7537 -4.8005 1.12 -0.66 0.45
C 2.9334 3.9054 -5.6712 -0.21 0.52 -0.34
C 4.0966 4.6187 -6.2068 -0.75 0.03 0.89
N 4.9789 5.2113 -6.6208 0.78 0.42 -0.40
H 2.1170 6.6105 -5.8453 -0.03 -0.20 -0.57
H 0.6890 6.5483 -4.9057 -0.26 -0.39 0.07
H 0.7690 5.4389 -6.3270 -0.14 0.94 -0.52
H 1.1552 4.0454 -4.4922 -0.09 0.07 0.06
H 2.3890 5.1448 -3.8955 0.37 -0.43 0.10
H 2.4561 3.5776 -6.5947 -0.56 -0.16 0.08
H 3.3138 2.9925 -5.2129 -0.22 0.12 0.42
C 1.3490 0.4885 0.1957 0.05 -0.74 0.35
C 1.4370 -1.0353 0.2486 -0.85 -0.56 0.14
C 0.5359 -1.6813 1.3519 -0.33 0.42 0.27
C -0.9332 -1.7150 1.1190 4.02 -0.26 -0.22
N -2.0272 -1.7445 0.8593 -3.21 0.07 -0.53
H 0.3477 0.8645 0.4059 -0.08 -0.11 -0.13
H 1.6390 0.7954 -0.8092 0.27 0.47 0.33
H 2.0010 0.8209 1.0035 0.10 0.68 -0.36
H 2.4613 -1.3580 0.4352 0.04 0.12 0.25
H 1.2295 -1.4493 -0.7381 -0.43 -0.20 0.08
H 0.5546 -1.1036 2.2760 0.66 0.28 0.10
H 0.9052 -2.6624 1.6504 -0.25 -0.14 -0.27
C -1.9051 -5.6708 -4.6838 0.14 -1.27 0.12
C -2.4380 -5.9394 -3.2653 -0.01 1.61 -0.63
C -1.2951 -5.9702 -2.1848 -1.40 -0.80 1.04
C -1.7758 -6.4199 -0.8531 -0.46 -0.25 -0.49
N -2.1561 -6.7907 0.1641 0.04 0.05 0.10
H -1.3030 -4.7622 -4.6865 0.11 -0.18 -0.24
H -2.6927 -5.6146 -5.4351 -0.30 0.46 0.31
H -1.3673 -6.5529 -5.0313 0.70 0.21 0.01
H -3.1895 -6.7289 -3.2670 0.71 -0.60 0.36
H -3.0802 -5.0651 -3.1590 0.07 0.21 1.01
H -0.8803 -5.0086 -1.8824 0.21 0.29 -1.02
H -0.5081 -6.6951 -2.3926 0.16 0.28 -0.55
C 6.8069 -0.3561 -4.6089 1.33 0.01 -0.75
C 5.4763 -1.0400 -4.5424 -1.33 -0.78 0.48
C 5.3903 -2.6125 -4.3493 1.41 0.49 0.12
C 6.0495 -3.1032 -3.1030 0.24 0.27 0.30
N 6.5886 -3.4685 -2.1468 -0.58 0.34 -0.85
H 7.4785 -0.8323 -5.3233 0.22 -0.90 0.32
H 7.3494 -0.1985 -3.6767 -0.19 -0.07 -0.02
H 6.7636 0.5663 -5.1882 -0.62 0.58 0.69
H 4.9842 -0.7469 -5.4697 -0.38 -0.56 -0.05
H 4.8511 -0.6469 -3.7407 0.08 0.37 0.05
H 5.9555 -3.0747 -5.1587 -0.10 -0.16 -0.14
H 4.3873 -3.0393 -4.3544 -0.10 0.43 -0.14
C -7.2412 -4.1147 2.0444 0.78 0.96 -0.98
C -7.5935 -2.9878 3.0200 -0.14 -0.93 -0.30
C -7.8510 -1.5644 2.4151 -0.07 -0.42 0.19
C -8.9874 -1.3365 1.4753 -1.99 -0.45 -1.12
N -9.8925 -1.2046 0.7373 2.49 -0.26 1.95
H -7.1278 -5.1106 2.4726 -0.41 0.18 0.24
H -6.2536 -3.8634 1.6575 0.19 -0.16 -0.27
H -7.8862 -4.1258 1.1658 -0.28 -0.25 0.16
H -6.7220 -2.9289 3.6720 -0.09 0.50 0.18
H -8.3869 -3.4052 3.6400 -0.44 0.81 0.08
H -6.9708 -1.2167 1.8745 0.20 -0.17 0.03
H -7.9494 -0.8969 3.2712 -0.23 0.21 -0.15
```
Forces are in eV/Å.

Molecular weight, Da: 548.82
Highest occupied orbital energy, eV: -8.186
Kohn-Sham gap, eV: 7.863
Total energy, eV: -45943.705
SMILES: c1cc[nH]c1.c1cc[nH]c1.CCCC#N.CCCC#N.CCCC#N.CCCC#N.CCCC#N.CCCC#N
Energy relative to the best compared isomer or geometry (same formula, charge and spin), kcal/mol: 65.5
Total charge: 0

***

# 2
C32H53AlO24P | ωB97M-V with the def2-TZVPD basis set

Structure (XYZ):
```
111
Properties=species:S:1:pos:R:3:forces:R:3
C -3.8577 -0.7871 -6.0656 -0.04 0.57 0.28
C -3.6820 -0.8533 -4.5767 -0.28 0.50 -1.33
O -3.6806 -1.8889 -3.9937 0.23 -1.60 1.27
O -3.6205 0.3413 -3.9976 0.78 0.45 -0.08
C -2.7970 0.4712 -2.8056 0.59 0.56 1.13
C -1.3734 0.9949 -3.0135 -0.83 0.16 -1.33
Al -0.4404 0.5163 -4.7488 0.08 -0.53 0.76
P -1.1940 2.1164 -6.3595 0.32 -0.89 -0.45
O -1.2865 1.5874 -7.7800 -0.11 0.26 -0.03
H -4.7454 -0.2007 -6.2780 -0.25 0.03 -0.19
H -3.0222 -0.2607 -6.5037 0.30 0.17 -0.19
H -3.9119 -1.7802 -6.4774 -0.15 -0.28 -0.07
H -2.7575 -0.4382 -2.2180 -0.29 -0.50 -0.34
H -3.3255 1.1934 -2.1958 -0.47 0.08 0.06
H -1.4437 2.0841 -2.9852 0.25 0.21 0.06
H -0.7287 0.6988 -2.2079 0.09 -0.25 0.43
H 1.1681 0.5037 -4.6606 0.07 0.24 -0.15
H -0.8691 -0.9737 -5.2103 -0.16 0.00 -0.23
H -2.4402 2.6637 -5.9278 0.20 0.39 0.02
H -0.3042 3.2352 -6.2787 -0.42 0.27 0.08
C 0.0222 0.2168 2.7042 -0.07 -0.01 -0.23
C 1.0569 0.1327 1.6142 -0.25 -0.08 0.48
C 2.1733 1.1409 1.7174 0.29 -0.05 -0.13
O 2.5754 1.2838 0.3443 -0.15 -0.06 0.06
C 1.4863 0.9961 -0.4262 -0.14 -0.11 -0.05
O 1.4203 1.1801 -1.5954 0.29 0.13 0.08
O 0.4955 0.4667 0.3309 0.27 0.08 -0.09
H -0.8164 -0.4392 2.4751 0.04 -0.06 -0.03
H 0.4505 -0.0752 3.6617 0.10 0.01 -0.03
H -0.3760 1.2241 2.7888 0.06 0.07 -0.01
H 1.4496 -0.8854 1.5488 0.08 0.04 -0.03
H 3.0021 0.7962 2.3302 0.08 0.04 -0.11
H 1.8409 2.1156 2.0798 -0.13 -0.05 0.02
C 3.1818 -0.9044 -7.1786 0.08 0.29 0.32
C 3.6106 -2.2615 -6.6842 -0.23 0.44 -0.29
C 2.4792 -3.2374 -6.4791 -0.13 -0.16 -0.05
O 3.0171 -4.1047 -5.4648 0.05 0.09 0.02
C 3.9128 -3.3806 -4.7494 -0.03 0.14 -0.03
O 4.4127 -3.7418 -3.7321 0.04 -0.06 0.04
O 4.1656 -2.1963 -5.3563 0.04 -0.33 0.00
H 4.0221 -0.2095 -7.1620 0.04 -0.05 -0.09
H 2.7979 -0.9634 -8.1974 0.02 -0.09 0.00
H 2.4078 -0.4846 -6.5364 -0.08 -0.03 0.03
H 4.3822 -2.6781 -7.3411 -0.01 -0.11 0.06
H 2.2326 -3.8025 -7.3752 0.08 -0.17 0.10
H 1.5753 -2.7634 -6.0891 0.06 0.13 -0.02
C 5.4404 5.1087 4.2338 0.18 -0.35 0.25
C 4.0603 4.5707 3.9555 0.39 0.33 -0.02
C 2.9795 5.1068 4.8622 -0.19 0.11 -0.06
O 2.0222 4.0385 4.8554 0.12 -0.07 0.02
C 2.7024 2.8903 4.6083 0.17 0.04 -0.05
O 2.2440 1.7986 4.7023 -0.06 -0.07 0.15
O 3.9777 3.1593 4.2350 -0.31 -0.01 0.07
H 6.1834 4.5758 3.6441 -0.04 0.12 -0.10
H 5.4967 6.1680 3.9862 -0.03 -0.02 -0.08
H 5.7046 4.9752 5.2854 -0.10 0.04 0.03
H 3.8063 4.7158 2.9025 -0.03 -0.03 0.02
H 2.5312 6.0276 4.4965 -0.17 -0.11 -0.03
H 3.3214 5.2543 5.8902 0.11 -0.01 -0.04
C -5.9639 -2.5080 -1.8592 0.21 0.25 0.26
C -7.1410 -1.7186 -1.3433 0.39 -0.40 -0.23
C -7.8916 -0.9489 -2.4005 -0.22 0.02 -0.08
O -8.4550 0.1311 -1.6406 0.09 -0.04 0.00
C -7.6383 0.3441 -0.5757 0.14 -0.03 0.06
O -7.7185 1.2743 0.1578 -0.06 0.03 0.01
O -6.7269 -0.6547 -0.4662 -0.31 0.10 -0.03
H -5.3881 -2.9183 -1.0287 -0.08 -0.08 0.01
H -6.2984 -3.3296 -2.4932 -0.05 0.01 0.00
H -5.2862 -1.8798 -2.4336 -0.01 -0.02 -0.07
H -7.8146 -2.3692 -0.7750 -0.10 0.10 0.00
H -8.6765 -1.5308 -2.8787 -0.13 0.12 0.09
H -7.2344 -0.5297 -3.1657 0.11 -0.07 0.06
C -4.1662 -0.0756 7.6259 -0.28 0.08 -0.17
C -3.1244 -0.1299 6.5360 -0.32 0.03 0.36
C -2.0279 0.9007 6.6526 0.28 -0.03 0.01
O -1.6267 1.0647 5.2905 -0.16 0.00 0.06
C -2.6980 0.7682 4.5090 -0.08 0.04 -0.04
O -2.7589 0.9704 3.3443 -0.26 0.04 0.10
O -3.6894 0.2040 5.2587 0.28 -0.01 -0.05
H -4.9926 -0.7483 7.3971 0.06 -0.08 0.04
H -3.7356 -0.3633 8.5852 0.04 -0.02 -0.02
H -4.5849 0.9280 7.7135 0.08 0.03 0.00
H -2.7079 -1.1394 6.4626 0.08 0.04 -0.03
H -1.1898 0.5697 7.2620 0.11 0.01 -0.17
H -2.3880 1.8631 7.0256 -0.12 -0.06 0.05
C 8.0602 0.8292 0.0981 0.16 0.28 -0.20
C 7.1414 1.6075 1.0059 0.25 -0.35 -0.27
C 5.6729 1.3293 0.8100 -0.22 -0.18 0.09
O 5.0785 2.5625 1.2443 0.22 0.14 -0.02
C 5.9848 3.5411 1.0393 -0.02 -0.13 -0.13
O 5.7536 4.7061 1.1290 0.01 0.07 0.02
O 7.1983 3.0194 0.7261 -0.20 0.10 0.18
H 9.0858 1.1856 0.1973 0.00 -0.06 0.10
H 8.0327 -0.2325 0.3419 -0.04 0.01 0.04
H 7.7748 0.9578 -0.9465 -0.09 -0.03 0.03
H 7.4338 1.4653 2.0511 -0.07 0.05 0.02
H 5.3126 0.4961 1.4084 -0.13 0.14 0.09
H 5.4002 1.1637 -0.2337 0.07 0.01 -0.01
C -2.6234 -4.2627 0.9006 0.06 0.34 -0.10
C -1.3945 -4.5827 1.7153 -0.51 0.03 -0.28
C -1.6415 -4.7948 3.1892 0.06 -0.19 0.15
O -0.3796 -4.4213 3.7641 -0.04 0.09 -0.10
C 0.1949 -3.5258 2.9158 -0.11 0.12 -0.26
O 1.1535 -2.8709 3.1594 0.14 -0.05 0.22
O -0.4862 -3.4717 1.7459 0.16 -0.13 0.24
H -2.3450 -3.9826 -0.1149 0.01 -0.10 -0.02
H -3.2907 -5.1239 0.8564 0.04 -0.04 0.02
H -3.1646 -3.4172 1.3283 0.01 -0.02 0.07
H -0.8641 -5.4342 1.2787 0.05 -0.01 0.07
H -1.8883 -5.8242 3.4394 0.18 0.00 0.10
H -2.4120 -4.1307 3.5889 -0.04 0.03 -0.13
```
Forces are in eV/Å.

Molecular weight, Da: 879.71
Highest occupied orbital energy, eV: -4.605
Kohn-Sham gap, eV: 6.384
Total energy, eV: -99073.438
Energy relative to the best compared isomer or geometry (same formula, charge and spin), kcal/mol: 0.0
Total charge: -1

***

Number 1: LUMO -0.32 eV. Number 2: LUMO 1.78 eV.